(1)
This record from the Open Molecules 2025 dataset describes a molecular structure, C2H3O3Pd. The level of theory is the ωB97M-V functional and the def2-TZVPD basis.

The calculation puts the maximum force at 0.3050 hartree/bohr. Its charge is 0. As for the multiplicity: 4. As for the HOMO energy (alpha / beta): -0.2354 / -0.4149 hartree. For the HOMO-LUMO gap (alpha / beta), the calculation gives 7.1 / 8.8 eV.

Last column: natural (NBO) charge in e.
Cartesian coordinates (Å):
O (1.0106, -0.0580, 0.4725)  -0.632
C (1.4766, -1.3629, 0.2124)  -0.268
Pd (0.9718, 1.5320, -0.0088)  0.545
H (1.8065, -1.4425, -0.8315)  0.212
H (2.3160, -1.5966, 0.8840)  0.219
H (0.6610, -2.0850, 0.3623)  0.209
O (0.4324, 1.5260, 1.8309)  -0.691
C (0.8103, 0.3604, 2.0127)  0.955
O (1.1045, -0.3667, 2.9157)  -0.548

Cartesian forces, eV/Å:
O 0.30 -11.63 4.31
C 0.43 -1.55 -0.42
Pd 0.77 12.93 -8.84
H -0.08 0.31 0.29
H -0.37 0.12 -0.17
H 0.23 0.29 0.12
O -1.14 0.00 3.36
C 0.26 -0.89 3.35
O -0.40 0.42 -2.01

(2)
This record from the Open Molecules 2025 dataset describes a molecular structure, C2H3O3Pr. The level of theory is the ωB97M-V functional and the def2-TZVPD basis.

The calculation puts the maximum force at 0.0741 hartree/bohr. Its charge is +2. As for the multiplicity: 3. Its energy above the lowest of the compared OMol25 structures with the same formula, charge and spin is 130.2 kJ/mol. As for the HOMO energy (alpha / beta): -0.6478 / -0.6724 hartree. For the HOMO-LUMO gap (alpha / beta), the calculation gives 6.2 / 8.4 eV.

Last column: Mulliken spin population.
Cartesian coordinates (Å):
O (-2.1770, 0.1696, 0.0258)  -0.001
C (-3.1917, -0.5050, 0.0050)  -0.001
H (-4.1771, -0.0145, 0.0528)  0.000
H (-3.1477, -1.6043, -0.0746)  0.000
O (3.9303, -0.5637, 0.0463)  -0.118
C (2.7603, -0.3128, -0.0342)  -0.221
O (2.4488, 1.1211, -0.0501)  -0.046
Pr (0.2806, 0.0414, 0.0012)  2.393
H (3.2736, 1.6683, 0.0279)  -0.005

Cartesian forces, eV/Å:
O 1.23 0.00 0.02
C -1.14 -0.33 -0.09
H 0.19 -0.10 0.02
H -0.08 0.21 0.04
O -3.20 -0.57 -0.27
C 3.76 0.51 0.35
O -1.03 0.23 0.04
Pr 0.85 0.40 -0.03
H -0.58 -0.36 -0.08

(3)
This record from the Open Molecules 2025 dataset describes a molecular structure, C2H3O3Rh. The level of theory is the ωB97M-V functional and the def2-TZVPD basis.

The calculation puts the maximum force at 0.1292 hartree/bohr. Its charge is 0. As for the multiplicity: 5. Its energy above the lowest of the compared OMol25 structures with the same formula, charge and spin is 55.0 kJ/mol. As for the HOMO energy (alpha / beta): -0.3036 / -0.3242 hartree. For the HOMO-LUMO gap (alpha / beta), the calculation gives 8.0 / 6.9 eV.

Last column: natural (NBO) charge in e.
Cartesian coordinates (Å):
O (0.3205, 0.2113, 1.3762)  -0.597
C (-0.4752, 0.8917, 0.6110)  0.484
C (0.2821, 1.2421, -0.6875)  -0.215
O (1.2073, 0.2904, -1.0956)  -0.734
Rh (1.0655, -1.1259, 0.1164)  1.224
H (0.7552, 2.2314, -0.4823)  0.210
H (-0.5187, 1.4474, -1.4360)  0.195
H (-1.4318, -1.7104, 0.0057)  0.464
O (-0.4885, -2.0944, -0.1068)  -1.031

Cartesian forces, eV/Å:
O -4.71 4.65 -0.62
C 4.56 -2.84 3.32
C -0.52 1.53 -1.85
O -0.42 2.75 -1.20
Rh 2.84 -3.31 0.65
H -0.27 -0.34 0.10
H 0.63 -0.32 0.13
H 2.43 -0.82 0.04
O -4.55 -1.30 -0.56

(4)
This record from the Open Molecules 2025 dataset describes a molecular structure, C2H3O3S. The level of theory is the ωB97M-V functional and the def2-TZVPD basis.

The calculation puts the maximum force at 0.0628 hartree/bohr. Its charge is -1. Its energy above the lowest of the compared OMol25 structures with the same formula, charge and spin is 318.8 kJ/mol. As for the HOMO energy: -0.0827 hartree. For the HOMO-LUMO gap, the calculation gives 6.3 eV.

Last column: natural (NBO) charge in e.
Cartesian coordinates (Å):
C (0.8568, 0.3613, -0.2334)  -0.167
C (-0.1202, 0.1098, 1.0357)  0.301
O (-0.8204, 0.9419, 1.6004)  -0.665
O (-2.1530, -0.7088, -1.5379)  -0.993
O (0.5265, -0.2977, -1.4684)  -0.729
S (-0.9283, -1.1834, -0.8734)  0.860
H (0.7649, 1.4927, -0.3804)  0.161
H (1.7514, 0.1076, 0.3380)  0.152
H (0.1224, -0.8233, 1.5195)  0.080

Cartesian forces, eV/Å:
C -1.60 2.58 1.11
C -0.30 -0.04 -2.33
O 0.38 0.21 -0.24
O -1.20 0.77 -0.86
O -0.49 -0.16 2.58
S 1.35 -1.13 0.19
H 0.58 -1.28 0.08
H 1.04 -0.21 -1.15
H 0.25 -0.74 0.61

(5)
This record from the Open Molecules 2025 dataset describes 2 unconnected molecules or ions with the total composition C2H3O3S2. The level of theory is the ωB97M-V functional and the def2-TZVPD basis.

The calculation puts the maximum force at 0.1540 hartree/bohr. Its charge is -1. As for the multiplicity: 3. Its energy above the lowest of the compared OMol25 structures with the same formula, charge and spin is 377.5 kJ/mol. As for the HOMO energy (alpha / beta): 0.0029 / -0.2195 hartree. For the HOMO-LUMO gap (alpha / beta), the calculation gives 3.6 / 6.8 eV.

Last column: natural (NBO) charge in e.
Cartesian coordinates (Å):
C (-2.1125, -0.0124, -0.4524)  -0.238
C (-2.1733, -0.6698, 0.5615)  -0.279
O (0.7801, -0.1527, -1.0814)  -0.904
O (1.9822, -0.7916, 0.9598)  -0.969
O (3.0286, 0.7689, -0.5857)  -0.944
S (0.7079, 1.7537, 1.0319)  -0.474
S (1.7781, 0.4233, 0.1214)  1.870
H (-2.0408, 0.7269, -1.2766)  0.252
H (0.4996, -0.8934, -0.6986)  0.469
H (-2.4500, -1.1531, 1.4203)  0.217

Cartesian forces, eV/Å:
C 0.01 0.55 0.14
C -0.10 1.62 -2.69
O 2.33 4.83 -2.20
O -1.05 1.44 -0.29
O -1.34 0.55 0.57
S -2.58 3.71 2.83
S 5.07 -5.21 -3.15
H 0.09 -1.24 1.09
H -2.32 -5.24 2.19
H -0.11 -1.02 1.52

(6)
This record from the Open Molecules 2025 dataset describes a molecular structure, C2H3O5P. The level of theory is the ωB97M-V functional and the def2-TZVPD basis.

The calculation puts the maximum force at 0.0908 hartree/bohr. Its charge is -2. Its energy above the lowest of the compared OMol25 structures with the same formula, charge and spin is 84.2 kJ/mol. As for the HOMO energy: -0.0161 hartree. For the HOMO-LUMO gap, the calculation gives 7.7 eV.

Last column: natural (NBO) charge in e.
Cartesian coordinates (Å):
C (1.4470, -0.8970, 0.7146)  0.976
C (-1.3848, 0.6554, 0.2559)  -1.050
O (1.0798, -0.1641, 1.5901)  -0.763
O (-0.3851, -0.0855, -2.3952)  -1.228
O (2.3091, -1.7536, 0.6564)  -0.779
O (0.3144, -1.3081, -0.3058)  -0.936
O (1.1509, 1.1548, -0.8132)  -1.203
P (0.0322, 0.1975, -0.9697)  2.337
H (-0.7950, 0.8939, 1.1850)  0.261
H (-1.8581, 1.5495, -0.1548)  0.179
H (-1.9105, -0.2430, 0.2365)  0.207

Cartesian forces, eV/Å:
C -1.87 -4.27 0.29
C 3.03 1.93 -0.97
O -0.12 2.05 1.51
O -0.96 0.31 0.28
O 2.14 -0.15 -0.50
O 1.26 2.98 0.05
O 0.76 0.82 0.18
P -1.39 -1.75 -0.54
H -0.93 -0.55 -0.86
H -0.49 -0.16 0.13
H -1.44 -1.19 0.44

(7)
This record from the Open Molecules 2025 dataset describes C2H3OP in the gas phase. The level of theory is the ωB97M-V functional and the def2-TZVPD basis.

The calculation puts the maximum force at 0.1008 hartree/bohr. Its charge is 0. Its energy above the lowest of the compared OMol25 structures with the same formula, charge and spin is 122.1 kJ/mol. As for the HOMO energy: -0.3539 hartree. For the HOMO-LUMO gap, the calculation gives 8.8 eV.

Last column: natural (NBO) charge in e.
Cartesian coordinates (Å):
C (0.4943, -0.6615, 0.0795)  -0.655
C (0.0943, 0.4125, -0.5892)  -0.252
O (-1.4636, 0.2485, 1.1104)  -1.000
P (-0.4949, -0.7020, 1.6517)  1.299
H (1.2244, -1.1502, -0.3805)  0.210
H (-0.6427, 1.1374, -0.3982)  0.225
H (0.7883, 0.7153, -1.4737)  0.174

Cartesian forces, eV/Å:
C -3.18 1.96 1.94
C 3.67 0.99 -3.52
O -2.88 0.58 2.20
P 1.09 -0.68 -1.04
H 3.31 -2.52 -1.06
H -0.58 0.38 0.37
H -1.42 -0.73 1.11

(8)
This record from the Open Molecules 2025 dataset describes 2 unconnected molecules or ions with the total composition C2H3OP. The level of theory is the ωB97M-V functional and the def2-TZVPD basis.

The calculation puts the maximum force at 0.0609 hartree/bohr. Its charge is 0. Its energy above the lowest of the compared OMol25 structures with the same formula, charge and spin is 218.2 kJ/mol. As for the HOMO energy: -0.3614 hartree. For the HOMO-LUMO gap, the calculation gives 10.3 eV.

Last column: natural (NBO) charge in e.
Cartesian coordinates (Å):
C (1.7725, 0.1599, 0.5277)  -0.813
C (-1.0224, 0.6470, 0.2478)  0.292
O (-1.0287, 1.5807, 0.9847)  -0.487
P (2.3538, 1.4268, 1.1657)  0.599
H (1.5181, -0.8108, 0.3691)  0.194
H (-0.1286, 0.4110, -0.3830)  0.113
H (-1.8820, 0.0429, -0.0621)  0.102

Cartesian forces, eV/Å:
C 1.69 2.24 1.39
C 0.52 0.11 -1.92
O -0.32 0.11 0.66
P -0.28 -0.13 -0.43
H -0.74 -2.28 -0.82
H -0.25 0.06 0.49
H -0.63 -0.11 0.62

(9)
This record from the Open Molecules 2025 dataset describes a molecular structure, C2H3OPS. The level of theory is the ωB97M-V functional and the def2-TZVPD basis.

The calculation puts the maximum force at 0.0545 hartree/bohr. Its charge is 0. Its energy above the lowest of the compared OMol25 structures with the same formula, charge and spin is 93.9 kJ/mol. As for the HOMO energy: -0.2937 hartree. For the HOMO-LUMO gap, the calculation gives 6.9 eV.

Last column: natural (NBO) charge in e.
Cartesian coordinates (Å):
C (-0.0476, 0.3497, 0.5998)  0.056
C (0.3365, -0.8978, 0.3269)  -0.440
O (0.6550, 1.4549, 0.1664)  -0.782
P (1.6912, 1.4476, -1.0661)  0.913
S (1.6462, -1.3066, -0.7171)  -0.101
H (-0.8305, 0.6070, 1.2966)  0.203
H (-0.1565, -1.7315, 0.7971)  0.243
H (0.8148, 1.0728, -2.1248)  -0.092

Cartesian forces, eV/Å:
C -0.38 -0.45 0.29
C 0.08 0.42 -0.30
O 0.23 0.45 0.05
P -0.17 -2.78 0.29
S 0.53 2.20 -0.49
H -0.01 0.03 -0.05
H -0.21 0.00 0.22
H -0.07 0.13 0.00

(10)
This record from the Open Molecules 2025 dataset describes 2 unconnected molecules or ions with the total composition C2H3OPS. The level of theory is the ωB97M-V functional and the def2-TZVPD basis.

The calculation puts the maximum force at 0.0624 hartree/bohr. Its charge is 0. Its energy above the lowest of the compared OMol25 structures with the same formula, charge and spin is 337.8 kJ/mol. As for the HOMO energy (alpha / beta): -0.3450 / -0.3428 hartree. For the HOMO-LUMO gap (alpha / beta), the calculation gives 7.8 / 7.8 eV.

Last column: natural (NBO) charge in e.
Cartesian coordinates (Å):
C (-2.4029, -0.0825, 1.2315)  -0.226
C (-2.0961, -0.3328, 0.1019)  -0.245
O (4.0921, 0.6316, -0.6538)  -0.881
P (1.5372, -0.1705, -1.5432)  0.052
S (2.7720, 0.5914, -0.0634)  0.854
H (-2.6310, 0.2310, 2.2519)  0.246
H (-1.7356, -0.5169, -0.8536)  0.226
H (0.4644, -0.3515, -0.4714)  -0.025

Cartesian forces, eV/Å:
C -0.10 0.46 0.84
C -0.24 0.26 1.17
O 1.83 0.61 -0.08
P -0.42 0.35 2.94
S -2.42 -1.37 -1.60
H 0.09 -0.43 -0.95
H 0.11 -0.29 -1.06
H 1.15 0.41 -1.26

(11)
This record from the Open Molecules 2025 dataset describes a molecular structure, C2H3OS3. The level of theory is the ωB97M-V functional and the def2-TZVPD basis.

The calculation puts the maximum force at 0.0769 hartree/bohr. Its charge is -1. Its energy above the lowest of the compared OMol25 structures with the same formula, charge and spin is 28.7 kJ/mol. As for the HOMO energy: -0.1414 hartree. For the HOMO-LUMO gap, the calculation gives 7.2 eV.

Last column: natural (NBO) charge in e.
Cartesian coordinates (Å):
C (-0.8170, 0.7331, 0.0702)  0.283
C (0.3823, -0.1563, -0.4528)  -0.554
O (-0.5100, 1.6854, 0.7942)  -0.667
S (-2.3163, 0.1084, -0.2629)  -0.420
S (0.4023, -1.8249, 0.4274)  -0.114
S (1.9740, 0.4482, 0.0991)  -0.096
H (0.3900, -0.3020, -1.7329)  0.240
H (-0.9887, -2.1722, 0.3060)  0.155
H (1.4833, 1.4804, 0.7515)  0.172

Cartesian forces, eV/Å:
C 1.43 -0.02 0.93
C -0.07 -1.27 -2.55
O -0.24 -0.06 -0.54
S -1.37 -0.18 -0.57
S -2.06 0.04 -0.70
S 1.26 -0.10 -0.85
H -0.22 0.39 3.93
H 1.79 0.61 -0.06
H -0.52 0.60 0.40

(12)
This record from the Open Molecules 2025 dataset describes a molecular structure, C2H3OV. The level of theory is the ωB97M-V functional and the def2-TZVPD basis.

The calculation puts the maximum force at 0.0859 hartree/bohr. Its charge is +1. As for the multiplicity: 4. Its energy above the lowest of the compared OMol25 structures with the same formula, charge and spin is 97.9 kJ/mol. As for the HOMO energy (alpha / beta): -0.5401 / -0.5326 hartree. For the HOMO-LUMO gap (alpha / beta), the calculation gives 8.7 / 8.7 eV.

Last column: natural (NBO) charge in e.
Cartesian coordinates (Å):
O (0.8133, -1.6444, 0.5341)  -0.349
C (0.6745, -0.5704, 0.9328)  0.792
C (0.0679, 0.6130, 0.7828)  -0.944
H (0.6953, 1.3923, 0.3347)  0.306
H (-0.1746, -0.5605, -2.6984)  -0.409
H (-0.7560, 0.7897, 1.4835)  0.295
V (-1.3204, -0.0197, -1.3695)  1.309

Cartesian forces, eV/Å:
O 1.37 0.36 2.00
C -1.47 -2.47 -3.36
C -0.69 1.36 -0.03
H -0.30 0.09 0.64
H -0.97 0.48 1.20
H 0.60 0.50 0.02
V 1.47 -0.32 -0.48